Entry 1:
{
  "formula": "C44H42Cl2CsIN8O6",
  "method": "ωB97M-V/def2-TZVPD",
  "elements": ["C", "H", "C", "H", "H", "H", "O", "H", "H", "C", "H", "H", "H", "C", "I", "H", "Cs", "H", "H", "C", "C", "C", "C", "C", "C", "Cl", "C", "O", "C", "C", "H", "N", "N", "C", "H", "H", "C", "C", "C", "C", "H", "C", "C", "H", "H", "C", "C", "C", "O", "H", "H", "O", "C", "H", "C", "N", "C", "C", "O", "N", "C", "C", "H", "N", "H", "O", "C", "H", "H", "C", "N", "H", "C", "H", "H", "H", "C", "C", "H", "C", "H", "C", "H", "H", "C", "H", "C", "Cl", "H", "H", "C", "H", "C", "N", "C", "H", "H", "C", "H", "C", "C", "H", "N", "H"],
  "positions_angstrom": [[2.6149, -2.6212, 2.4397], [-4.1040, 2.6076, -6.8629], [-3.8704, 2.8972, 1.1997], [3.8721, 3.8061, -7.1186], [5.8057, -7.3541, 5.0304], [-2.2929, 0.1688, 0.3944], [-2.8132, 2.3201, 0.9990], [6.0478, -8.7065, 6.8599], [-1.6153, -4.5775, -2.5160], [0.1525, -3.3495, -3.0759], [5.5453, -10.4122, 6.8746], [0.9802, -6.3886, 4.6773], [1.7401, -8.4084, 5.8523], [3.2286, 2.9366, -3.8944], [2.4920, 1.3898, -8.4596], [-5.7149, 4.8874, -0.0436], [-0.0379, 2.3527, -1.5439], [-2.3114, 2.7896, 3.1372], [1.2865, 4.3696, 0.5158], [3.0178, -1.4275, 1.7506], [4.3173, -6.0175, 4.2892], [2.0118, -0.6256, 1.1816], [2.8103, 2.0477, -6.4898], [-5.9741, 3.8958, 0.3566], [-3.0819, 3.5012, 3.4146], [-0.8872, 5.1588, 0.9324], [4.6245, 0.0687, 0.8231], [-1.2086, 5.7315, -2.7609], [0.2287, -2.1905, 1.9644], [-1.9568, 5.0260, -3.4459], [2.1103, -2.3574, -2.7006], [-4.1568, 3.4401, 2.4454], [3.4027, -3.5734, 3.0455], [3.5587, 0.8031, 0.2863], [-0.0684, -3.0773, -4.1010], [-1.4332, -3.4759, 2.4607], [-5.2322, 4.3843, 2.6505], [-1.1214, -2.5422, 2.0053], [-0.6606, -4.1427, -2.2424], [2.0423, -6.5917, 4.7408], [-6.7813, 3.5054, -0.2686], [2.5695, -4.4961, 3.4598], [3.7164, 3.6580, -4.9785], [5.0323, -5.3398, 3.8427], [-5.4972, 4.3679, 3.7115], [4.3515, -1.0554, 1.5615], [-6.4255, 4.0134, 1.7964], [2.9662, -5.7163, 4.1687], [2.6586, 3.0464, -1.6004], [-5.3904, 2.0306, -1.5338], [3.7260, 1.6955, -0.3079], [4.1282, -9.1580, 6.2050], [3.8114, -8.0142, 5.5231], [-3.0931, -1.9562, 1.4041], [2.4553, -7.7282, 5.4089], [-4.8514, 2.9909, 0.2424], [0.6928, 4.5106, 1.4142], [5.4967, -9.4800, 6.3171], [4.4040, 4.2654, -2.3317], [-0.3183, -0.1724, 0.7856], [2.3292, 1.2949, -5.4326], [1.2926, -2.9751, 2.5044], [-0.3989, -4.7951, -0.1267], [1.2713, -4.1806, 3.1641], [1.7981, 0.3681, -5.6024], [-3.0621, 1.6910, -3.6790], [-4.5395, 2.5719, -1.1155], [-2.6291, 4.4984, 3.4479], [-3.6734, 1.9228, -1.1259], [1.1798, -3.5201, -1.0499], [2.2947, 0.4707, 0.4639], [-4.3944, 1.6031, -5.4266], [0.5943, -0.9959, 1.3175], [-3.4726, 3.2575, 4.4065], [-6.8294, 3.0556, 2.1328], [2.1686, 1.1604, -3.3077], [-2.7064, 5.5945, -4.5766], [-0.0237, -4.2516, -0.9891], [-7.2085, 4.7685, 1.8881], [2.5388, 1.7529, -4.1363], [1.9116, -3.4231, -0.2556], [-2.9080, 2.8944, -3.9102], [5.6425, 0.3873, 0.6398], [-4.0678, 5.1304, -6.1479], [-3.4955, 4.7842, -5.2937], [1.1607, 5.2199, 2.0852], [3.5038, 3.2300, -6.2800], [0.5513, 2.9548, 2.2417], [-5.5008, 2.9418, -5.8131], [-4.3129, 3.4341, -1.7467], [4.7463, -7.1537, 4.9602], [-2.5958, 6.6415, -4.8167], [1.2880, -2.9632, -2.3381], [-3.6314, 3.4581, -4.9981], [-4.4581, 2.6102, -5.8283], [5.1365, -1.6705, 1.9837], [4.2680, 4.5660, -4.7726], [-2.0405, -1.7083, 1.4246], [-4.9045, 5.4097, 2.4187], [3.4616, 3.4727, -2.4737], [-1.5877, -0.5251, 0.8330], [0.4696, -4.7711, 3.2855], [-2.1236, 3.7001, -3.1811], [5.9566, -9.6227, 5.3351]],
  "forces_ev_per_a": [[0.0284, 0.0030, 0.0182], [0.0011, 0.0002, 0.0006], [0.0508, 0.0851, 0.0271], [-0.0004, -0.0005, -0.0003], [0.0006, 0.0000, -0.0011], [-0.0105, 0.0096, -0.0023], [-0.0858, -0.0687, -0.0486], [0.0010, -0.0002, 0.0001], [-0.0012, -0.0094, 0.0143], [-0.0481, -0.0280, 0.0468], [0.0010, -0.0010, -0.0001], [0.0007, 0.0009, 0.0009], [-0.0007, -0.0002, -0.0005], [0.0005, 0.0067, -0.0027], [0.0033, 0.0050, 0.0267], [0.0034, 0.0006, 0.0026], [-0.2507, -0.3721, 0.3442], [0.0005, -0.0035, 0.0009], [0.0788, -0.0303, -0.0086], [-0.0378, 0.0015, -0.0191], [-0.0058, -0.0051, -0.0002], [-0.0134, -0.0620, -0.0583], [0.0020, -0.0150, -0.0472], [-0.0061, 0.0023, -0.0019], [0.0001, -0.0028, -0.0007], [0.0440, 0.0584, 0.0073], [0.0164, -0.0161, 0.0202], [-0.0333, 0.0262, -0.0102], [0.0524, 0.0310, -0.0295], [-0.0235, -0.0053, 0.0177], [-0.0141, 0.0179, 0.0137], [0.0087, 0.0034, -0.0047], [-0.0002, 0.0107, -0.0050], [-0.0015, 0.0320, 0.0659], [0.0052, 0.0258, 0.0070], [0.0020, 0.0035, -0.0026], [0.0024, -0.0035, 0.0043], [-0.0119, -0.0127, 0.0003], [0.0127, -0.0044, 0.0006], [0.0033, -0.0023, 0.0063], [0.0022, 0.0018, -0.0006], [0.0044, -0.0190, -0.0081], [-0.0021, -0.0093, -0.0225], [0.0053, -0.0042, 0.0009], [0.0016, 0.0016, 0.0004], [0.0030, 0.0026, 0.0014], [0.0044, 0.0014, 0.0017], [-0.0055, 0.0149, -0.0022], [0.2044, 0.1471, -0.0572], [-0.0040, 0.0064, -0.0014], [-0.0037, -0.0036, -0.0027], [0.0020, -0.0026, -0.0025], [0.0011, -0.0076, 0.0045], [-0.0007, 0.0099, -0.0037], [0.0005, 0.0062, -0.0041], [-0.0036, -0.0238, 0.0074], [0.0067, -0.0011, -0.0680], [-0.0042, -0.0007, 0.0004], [-0.0123, -0.0036, -0.0032], [-0.1353, -0.0280, -0.1222], [0.0098, 0.0089, 0.0188], [-0.0300, -0.0257, 0.0049], [-0.0069, -0.0120, 0.0001], [0.0010, 0.0240, 0.0335], [0.0010, -0.0018, -0.0028], [-0.0016, 0.0020, -0.0125], [-0.0007, 0.0009, 0.0003], [0.0024, 0.0004, -0.0021], [0.0030, 0.0000, 0.0030], [0.0482, -0.0549, 0.0282], [0.0217, 0.0724, -0.0421], [-0.0008, 0.0012, 0.0002], [0.0396, -0.0031, 0.0037], [0.0013, 0.0046, 0.0009], [0.0006, 0.0007, 0.0019], [0.0891, 0.0488, 0.0330], [0.0060, -0.0066, -0.0047], [0.0036, 0.0285, -0.0099], [-0.0003, -0.0002, -0.0013], [-0.0006, 0.0025, 0.0006], [0.0061, 0.0057, 0.0028], [-0.0402, 0.0978, -0.0125], [-0.0051, 0.0107, -0.0083], [-0.0026, -0.0090, -0.0007], [0.0039, 0.0316, -0.0019], [-0.0006, 0.0020, -0.0002], [-0.0094, -0.0027, 0.0082], [0.0119, 0.0316, 0.0204], [0.0005, 0.0000, 0.0003], [0.0047, -0.0013, -0.0033], [-0.0008, 0.0009, -0.0008], [-0.0002, 0.0000, 0.0012], [0.0105, -0.0389, -0.0232], [0.0271, -0.0489, -0.0244], [-0.0008, -0.0005, 0.0024], [-0.0041, -0.0056, 0.0019], [0.0005, -0.0005, 0.0052], [-0.0052, -0.0174, 0.0187], [-0.0016, 0.0006, -0.0007], [0.0484, 0.0442, 0.0165], [0.0290, -0.0243, -0.0006], [0.0016, -0.0144, -0.0331], [-0.0987, 0.0795, -0.1219], [0.0008, -0.0007, 0.0000]],
  "relative_energy_kj_mol": 34.2,
  "homo_energy_ha": -0.0354,
  "orbital_gap_ev": 4.04,
  "e_tot_ha": -3829.790559,
  "charge": -2
}

Entry 2:
{
  "formula": "C44H42ClNO6P2STi",
  "method": "ωB97M-V/def2-TZVPD",
  "elements": ["O", "C", "H", "H", "C", "H", "C", "H", "C", "C", "C", "C", "C", "H", "C", "C", "C", "H", "C", "H", "O", "C", "Ti", "C", "H", "C", "H", "H", "H", "H", "C", "C", "H", "C", "H", "N", "H", "C", "C", "C", "C", "H", "H", "C", "C", "C", "O", "C", "P", "H", "H", "H", "Cl", "C", "C", "H", "C", "H", "C", "H", "H", "S", "C", "C", "C", "H", "H", "H", "H", "C", "O", "H", "H", "H", "O", "C", "H", "H", "H", "O", "C", "H", "C", "H", "C", "C", "H", "H", "C", "C", "C", "H", "H", "H", "P", "C", "H", "C"],
  "positions_angstrom": [[1.9630, 1.3476, 1.9107], [-1.8442, 1.2006, -2.9526], [-2.9416, -1.5990, 0.4612], [-1.6757, -2.9549, -4.0407], [-1.4994, 3.0687, -0.4841], [-3.1659, -4.6489, -4.9938], [2.8342, -2.5026, 5.2755], [-1.0018, -2.5608, 1.6108], [1.1059, -2.1993, -4.8174], [2.9220, -2.9904, -3.4676], [-3.4162, -4.1878, -4.0505], [-2.6090, 0.2202, -2.3244], [-4.6135, 1.4081, -2.9147], [0.5963, -2.1561, -5.7675], [-1.2848, 5.4530, -1.0533], [-2.4652, 2.2790, -3.5562], [2.5108, -0.0014, 4.0906], [-0.6597, 6.3158, -1.2221], [-2.6480, 5.5268, -1.2280], [3.6545, 3.0795, -2.1137], [1.2829, 3.1475, 0.0903], [-0.4711, 1.3465, 2.7295], [0.5211, 1.5010, 0.6167], [3.1061, -3.8290, 5.8944], [-0.3072, 0.1848, 4.4958], [2.5923, -1.1369, 3.3030], [0.5626, 1.8848, 5.9032], [-4.5292, 4.5017, -1.0282], [-1.8738, 3.0330, -4.0547], [-0.7599, 1.1149, -2.9706], [-2.5786, -3.2266, -3.5139], [0.6909, 4.1773, -0.3228], [2.5787, -1.0219, 2.2326], [0.5331, -1.9386, 0.2327], [-1.7035, -0.3298, 0.5209], [1.4585, 2.5901, 4.1218], [-5.6901, 1.4842, -2.9075], [-0.9159, -2.3678, 0.5402], [2.5682, -0.1026, 5.4712], [-3.4555, 4.4068, -0.9520], [2.4526, -2.2526, -2.3966], [1.1176, -2.8039, -0.0985], [2.6032, -3.5733, -5.4999], [2.4107, 1.4348, -1.5087], [-1.9483, -1.3173, 0.1176], [0.2743, 2.2540, 4.9105], [-0.9282, 1.9114, -0.2597], [1.2805, -1.5105, -2.5208], [0.6431, -0.6017, -1.0537], [-4.2862, -2.5838, -0.6548], [-3.5113, 2.3339, -0.4200], [2.8158, -1.4323, 7.1240], [-3.3746, 6.9896, -1.7500], [-0.6891, 4.2427, -0.6391], [4.6822, 1.7410, -0.7970], [2.8028, -3.2651, 3.2743], [0.6258, -1.4681, -3.7436], [2.9990, -2.2723, -1.4644], [-4.5719, -4.5513, -3.3795], [-5.7689, -4.2515, -1.6310], [-0.2680, -0.8669, -3.8639], [2.4692, 1.5871, 3.2887], [-3.9967, 0.3273, -2.3096], [2.3106, 0.2484, -0.7531], [2.2415, -2.9797, -4.6747], [5.5982, 2.3106, -0.8185], [1.9948, 3.3477, 4.5171], [4.1279, -4.1340, 5.6624], [1.2855, 5.0945, -0.4405], [-4.0317, -3.0145, -1.6116], [-0.3042, 0.3273, 2.0029], [3.8247, -3.5719, -3.3576], [3.0009, -3.7844, 6.9731], [-4.3267, 3.2098, -4.0314], [3.7285, 2.2436, 3.3115], [2.7328, -2.3798, 3.8899], [-1.1389, -3.2981, 0.0064], [0.9718, -1.5351, 1.1496], [-5.2370, -5.2879, -3.8012], [-0.4307, 2.4693, 2.1872], [-4.8708, -3.9683, -2.1587], [2.4336, -4.5876, 5.5017], [3.4454, -0.1878, -0.0594], [5.4884, 0.1947, 0.4448], [-2.8938, 3.2021, -0.6043], [-0.6011, 1.1992, 4.2198], [3.4424, -1.1453, 0.4458], [1.5835, 1.7119, -2.1717], [2.7297, -1.3498, 6.0516], [-2.8855, -2.6195, -2.2984], [3.5857, 2.1749, -1.5250], [-4.5868, -0.4399, -1.8307], [-0.2902, 3.1815, 5.0365], [-1.6470, 1.3476, 4.4982], [-1.7720, -1.2794, -1.7139], [4.6156, 0.5529, -0.0809], [2.5173, 0.7808, 6.0866], [-3.8476, 2.3775, -3.5425]],
  "forces_ev_per_a": [[1.2866, 0.0688, 1.5360], [-0.0573, -0.0732, -0.0260], [-0.0383, 0.1021, -0.0338], [0.0840, 0.0395, -0.0566], [-0.8423, 1.8238, -0.3655], [0.0052, -0.0431, -0.0744], [-0.0437, 0.2584, -0.1611], [-0.0168, -0.1216, -0.0448], [0.0502, -0.0362, -0.0904], [0.0331, -0.0708, 0.0367], [-0.0519, -0.0383, -0.0817], [0.1665, -0.2888, -0.0603], [-0.0569, 0.0131, 0.0146], [-0.0739, -0.0039, -0.0950], [-0.2320, -0.0752, 0.0211], [0.0178, 0.0236, -0.1635], [-0.2482, 0.3831, -0.4074], [0.0238, 0.1715, 0.0031], [0.3365, -0.1680, 0.1329], [-0.0121, 0.0054, -0.0426], [0.0983, 1.6412, 0.0727], [-1.2095, -0.2764, 1.5914], [0.9780, -2.3823, -0.9514], [0.0237, -0.0835, 0.0851], [-0.1032, 0.0811, -0.0738], [-0.0293, -0.0795, -0.2800], [-0.1730, 0.1175, -0.1835], [-0.0480, -0.0041, -0.0479], [0.0420, 0.0902, -0.0554], [-0.1143, 0.0138, -0.0577], [0.0613, 0.0642, 0.0756], [-0.3835, 0.6959, -0.3541], [-0.0533, -0.1077, -0.0191], [0.0432, 0.1144, 0.0080], [-0.2627, -0.3487, -0.1672], [0.6287, -0.6211, -0.2074], [-0.1112, 0.0243, -0.0198], [-0.0646, 0.1025, 0.0686], [0.0668, 0.1817, 0.1378], [0.3494, 0.1877, 0.0359], [-0.0938, 0.0502, 0.0257], [0.0328, 0.2441, 0.0991], [0.0384, -0.0042, -0.1059], [0.0562, -0.5652, -0.1370], [-0.0472, -0.0765, -0.1813], [-0.3720, -0.3318, 0.1192], [-1.5580, 0.5261, -0.9665], [-0.1282, 0.3831, -0.3004], [1.2598, -1.0559, 0.3411], [-0.0415, 0.0393, 0.0515], [-0.0128, -0.0218, -0.0886], [-0.0468, 0.0497, 0.1235], [-0.0784, 0.1010, -0.0257], [-0.2721, -0.8564, 0.1613], [-0.2945, 0.2049, -0.2443], [0.0177, -0.0469, -0.0945], [0.0247, 0.0851, 0.0051], [0.0223, -0.0203, -0.0082], [0.0449, 0.0227, -0.0003], [-0.0650, -0.0503, 0.0570], [0.0410, -0.0445, -0.0644], [0.3100, 0.3577, 1.0743], [0.1280, 0.0776, 0.0438], [-0.3467, 0.2706, -0.1752], [-0.0198, 0.0429, -0.0105], [0.0882, 0.0528, 0.0358], [0.3173, 0.0920, -0.1359], [-0.0065, -0.0574, 0.0236], [0.0126, -0.2635, 0.0229], [0.1049, 0.0575, -0.0065], [-0.2943, -0.8600, -0.1590], [0.0455, -0.0891, 0.0100], [-0.0041, -0.0813, 0.1008], [-0.0954, 0.1328, -0.0871], [0.3229, 0.0233, -0.0907], [0.0731, 0.1819, 0.0481], [0.0318, 0.0176, 0.1657], [0.0398, -0.1035, -0.1831], [-0.0530, -0.0963, -0.0444], [0.1182, 0.5896, -0.4200], [-0.1165, -0.0291, 0.0353], [-0.0278, -0.0982, -0.0062], [0.2967, 0.1253, -0.0265], [0.0577, -0.0374, 0.0421], [0.5750, -0.3814, 0.3579], [0.1466, 0.0851, -0.1142], [-0.0589, 0.0443, 0.0941], [0.1219, 0.0705, 0.2673], [0.0537, 0.0949, -0.0992], [0.5009, 0.0709, 0.0499], [0.2182, -0.0130, 0.0021], [-0.1083, -0.0594, -0.0458], [0.1641, -0.0918, -0.0615], [0.0395, -0.0440, 0.0057], [-1.0955, 0.1825, 0.6403], [-0.2292, -0.3884, 0.1380], [0.0513, 0.1138, 0.1544], [0.0412, -0.0036, -0.1120]],
  "relative_energy_kj_mol": 204.2,
  "homo_energy_ha": -0.4647,
  "orbital_gap_ev": 5.74,
  "e_tot_ha": -4598.208987,
  "charge": 2
}